Formula: C30H55F4N12O8S4
Source: the Open Molecules 2025 dataset
Level of theory: ωB97M-V with the def2-TZVPD basis set

Last column: Löwdin charge in e.
Positions of all 113 atoms, in Å:
C  -2.73  0.58  5.40  -0.0608
C  -2.83  0.85  3.92  -0.1556
N  -4.15  0.48  3.36  -0.0342
C  -4.39  0.43  2.02  -0.0022
C  -5.75  0.40  1.85  0.0002
N  -6.28  0.43  3.12  -0.0983
C  -5.32  0.51  4.03  0.0208
C  -7.71  0.42  3.39  0.0337
H  -2.89  -0.50  5.55  0.0964
H  -3.47  1.03  6.06  0.0801
H  -1.73  0.74  5.78  0.0959
H  -2.01  0.36  3.40  0.1098
H  -2.78  1.92  3.72  0.1271
H  -3.57  0.47  1.32  0.1234
H  -6.29  0.42  0.92  0.1330
H  -5.43  0.75  5.08  0.1689
H  -7.88  0.59  4.45  0.1085
H  -8.07  -0.59  3.21  0.1116
H  -8.16  1.23  2.83  0.1141
C  1.31  3.89  3.42  -0.0464
C  -0.07  3.60  2.81  -0.1741
N  -0.25  4.17  1.50  -0.0282
C  -1.48  4.62  1.05  0.0091
C  -1.30  4.97  -0.26  0.0084
N  0.02  4.76  -0.54  -0.0756
C  0.64  4.29  0.54  -0.0036
C  0.68  4.90  -1.83  0.0113
H  1.56  4.95  3.45  0.0942
H  2.12  3.43  2.86  0.0542
H  1.39  3.47  4.43  0.0892
H  -0.79  4.01  3.53  0.1224
H  -0.24  2.52  2.85  0.0925
H  -2.34  4.66  1.70  0.1280
H  -1.88  5.47  -1.02  0.1409
H  1.67  3.97  0.59  0.1356
H  1.67  4.44  -1.82  0.0636
H  0.85  5.92  -2.18  0.1113
H  0.01  4.44  -2.56  0.1016
C  -7.22  -3.35  -2.91  -0.0509
C  -6.97  -3.08  -1.42  -0.1605
N  -5.55  -2.89  -1.12  -0.0387
C  -4.77  -1.75  -1.23  -0.0090
C  -3.53  -2.07  -0.82  -0.0089
N  -3.53  -3.37  -0.36  -0.0616
C  -4.77  -3.84  -0.60  0.0037
C  -2.42  -4.14  0.19  0.0366
H  -8.30  -3.41  -3.10  0.0912
H  -6.88  -4.34  -3.23  0.0849
H  -6.83  -2.59  -3.58  0.0824
H  -7.42  -3.83  -0.78  0.1328
H  -7.48  -2.16  -1.14  0.1248
H  -5.20  -0.84  -1.61  0.1440
H  -2.66  -1.45  -0.69  0.1050
H  -5.08  -4.86  -0.43  0.1768
H  -1.46  -3.96  -0.27  0.1098
H  -2.66  -5.19  -0.02  0.1051
H  -2.35  -3.97  1.26  0.1053
C  -0.19  -1.03  -6.56  -0.0723
C  0.14  0.40  -6.12  -0.1461
N  1.26  0.44  -5.16  -0.0354
C  2.03  1.55  -4.98  0.0132
C  3.01  1.23  -4.08  0.0279
N  2.94  -0.12  -3.91  -0.0698
C  1.85  -0.59  -4.55  -0.0280
C  3.77  -0.96  -3.09  0.0102
H  -1.09  -0.99  -7.18  0.0882
H  -0.50  -1.68  -5.74  0.0758
H  0.57  -1.41  -7.25  0.0925
H  -0.73  0.86  -5.67  0.1273
H  0.34  0.96  -7.03  0.1337
H  1.71  2.47  -5.45  0.1428
H  3.65  1.89  -3.52  0.1325
H  1.51  -1.61  -4.58  0.1613
H  4.41  -1.55  -3.75  0.1109
H  3.22  -1.79  -2.64  0.1064
H  4.38  -0.42  -2.38  0.0782
C  4.27  -4.96  2.73  -0.0642
C  5.10  -3.83  3.35  -0.1668
N  5.39  -2.79  2.38  -0.0417
C  4.48  -1.92  1.80  0.0148
C  5.09  -1.28  0.76  0.0102
N  6.41  -1.61  0.86  -0.0743
C  6.56  -2.60  1.73  0.0035
C  7.49  -1.15  -0.02  0.0352
H  4.68  -5.45  1.85  0.0846
H  3.29  -4.53  2.50  0.0722
H  4.18  -5.78  3.45  0.0878
H  6.05  -4.24  3.68  0.1312
H  4.53  -3.47  4.20  0.1347
H  3.46  -1.97  2.13  0.1285
H  4.75  -0.55  0.05  0.0870
H  7.45  -3.19  1.85  0.1733
H  7.98  -0.29  0.44  0.1049
H  7.03  -0.91  -0.97  0.0946
H  8.25  -1.93  -0.17  0.1052
N  5.15  1.61  -0.60  -0.2938
S  6.13  2.76  -0.86  0.4306
O  6.32  3.61  0.28  -0.2584
O  6.16  3.35  -2.16  -0.2650
F  7.47  1.86  -0.87  -0.2008
S  3.74  2.46  -0.30  0.5543
O  3.32  3.40  -1.30  -0.2775
O  3.46  2.69  1.08  -0.2588
F  2.84  1.14  -0.54  -0.2290
N  -0.94  0.04  0.34  -0.2866
S  0.27  -0.45  1.19  0.4100
O  0.91  0.45  2.12  -0.2728
O  1.15  -1.41  0.58  -0.2917
F  -0.57  -1.37  2.18  -0.2079
S  -0.19  0.52  -1.11  0.5799
O  0.34  -0.44  -2.01  -0.2680
O  0.34  1.87  -1.24  -0.2773
F  -1.64  0.83  -1.80  -0.2369

* orbital gap: 8.32 eV
* ΔE to the lowest compared entry with this formula, charge and spin: 7.2 kcal per mole
* HOMO energy: -14.5 eV
* total charge: +3



Formula: C30H56Br24F5NO5S
Source: the Open Molecules 2025 dataset
Level of theory: ωB97M-V with the def2-TZVPD basis set

Last column: Löwdin charge in e.
Positions of all 122 atoms, in Å:
C  -3.52  -4.38  -6.35  -0.0955
C  -2.81  -4.35  -7.71  -0.2107
C  -2.74  -2.96  -8.33  -0.1784
O  -1.64  -2.20  -7.79  -0.0813
O  -2.18  -1.20  -6.90  0.0674
C  -1.81  -1.53  -5.64  -0.5697
O  -2.56  -1.40  -4.74  0.1929
N  -0.48  -2.01  -5.44  0.0142
S  0.49  -0.89  -4.70  0.6744
O  0.49  0.37  -5.39  -0.2280
O  0.07  -0.76  -3.35  -0.4442
C  2.22  -1.56  -4.61  -0.4582
F  2.26  -2.81  -4.16  0.1134
F  2.82  -0.78  -3.69  0.1298
C  3.03  -1.41  -5.94  -0.5506
F  3.55  -0.18  -6.02  0.1867
F  2.26  -1.64  -7.01  0.1642
F  4.05  -2.28  -5.92  0.1769
H  -4.04  -5.32  -6.27  0.0263
H  -2.80  -4.36  -5.53  0.0740
H  -4.20  -3.54  -6.21  0.0778
H  -3.28  -5.01  -8.44  0.0849
H  -1.78  -4.65  -7.54  0.1112
H  -2.56  -3.03  -9.40  0.1282
H  -3.65  -2.39  -8.17  0.1213
H  -0.07  -2.38  -6.30  0.1168
Br  -0.52  -2.84  -2.01  0.7868
C  0.08  -2.72  -0.16  -0.6892
C  -0.97  -3.21  0.80  -0.6934
Br  -2.39  -1.90  1.05  0.5918
H  0.36  -1.69  0.01  0.0010
H  0.96  -3.35  -0.11  -0.0459
H  -0.54  -3.35  1.79  -0.0216
H  -1.44  -4.13  0.48  0.0526
Br  3.72  -7.05  0.19  0.6061
C  3.92  -6.27  -1.58  -0.6800
C  4.62  -4.95  -1.48  -0.7096
Br  3.43  -3.57  -0.81  0.6870
H  2.92  -6.19  -2.01  0.0528
H  4.50  -6.98  -2.16  0.0590
H  4.94  -4.60  -2.46  0.0605
H  5.48  -4.97  -0.81  -0.0419
Br  0.19  1.22  -0.21  0.6578
C  0.36  2.07  -1.96  -0.6923
C  1.02  3.41  -1.86  -0.6843
Br  -0.20  4.77  -1.17  0.5970
H  -0.64  2.11  -2.38  0.0584
H  0.96  1.39  -2.55  0.0299
H  1.30  3.77  -2.85  0.0589
H  1.88  3.41  -1.21  0.0496
Br  -5.44  7.67  -2.38  0.5824
C  -4.37  6.23  -1.61  -0.7064
C  -3.80  6.58  -0.26  -0.7089
Br  -2.28  7.78  -0.44  0.5658
H  -3.60  6.00  -2.33  0.0448
H  -5.06  5.39  -1.53  0.0488
H  -3.42  5.69  0.23  0.0618
H  -4.52  7.07  0.40  -0.0027
Br  2.38  -4.55  3.08  0.5985
C  2.39  -2.71  3.71  -0.6746
C  1.53  -2.53  4.94  -0.7707
Br  -0.36  -2.49  4.48  0.6147
H  2.08  -2.09  2.88  0.0522
H  3.43  -2.50  3.94  0.0115
H  1.74  -1.57  5.40  0.0349
H  1.68  -3.32  5.66  0.0011
Br  0.70  9.39  4.66  0.6519
C  1.09  9.52  2.76  -0.6787
C  1.42  8.19  2.16  -0.7027
Br  3.22  7.62  2.63  0.6023
H  1.89  10.25  2.66  0.0500
H  0.18  9.92  2.31  0.0585
H  1.40  8.24  1.08  0.0567
H  0.74  7.40  2.49  0.0391
Br  -5.73  -7.03  -7.93  0.6395
C  -6.94  -5.73  -7.13  -0.6823
C  -7.80  -5.07  -8.17  -0.6873
Br  -6.80  -3.74  -9.18  0.6114
H  -6.32  -5.02  -6.58  0.0319
H  -7.55  -6.29  -6.43  0.0616
H  -8.61  -4.52  -7.70  0.0595
H  -8.21  -5.77  -8.89  0.0504
Br  -2.47  7.55  3.82  0.5945
C  -2.08  7.71  5.72  -0.7462
C  -3.08  6.98  6.58  -0.6772
Br  -4.74  7.98  6.70  0.5866
H  -2.04  8.77  5.94  0.0290
H  -1.09  7.28  5.84  0.0322
H  -2.71  6.91  7.60  0.0581
H  -3.33  6.00  6.21  0.0539
Br  6.24  -2.27  2.74  0.6446
C  6.91  -4.04  2.29  -0.6715
C  8.15  -3.96  1.44  -0.6726
Br  7.70  -3.52  -0.41  0.6734
H  6.09  -4.58  1.82  0.0413
H  7.14  -4.50  3.25  0.0082
H  8.64  -4.93  1.39  0.0632
H  8.86  -3.22  1.78  0.0385
Br  -7.28  6.30  0.72  0.6521
C  -8.34  7.69  1.57  -0.6814
C  -7.50  8.71  2.29  -0.6873
Br  -6.81  8.03  3.98  0.5909
H  -9.03  7.18  2.23  0.0488
H  -8.89  8.16  0.76  0.0583
H  -8.11  9.57  2.55  0.0579
H  -6.64  9.03  1.71  0.0524
Br  9.14  -5.03  5.40  0.6303
C  9.43  -3.33  6.32  -0.6820
C  9.42  -2.17  5.36  -0.6942
Br  11.07  -2.07  4.34  0.6090
H  10.37  -3.42  6.86  0.0503
H  8.62  -3.24  7.03  0.0588
H  9.36  -1.23  5.90  0.0608
H  8.61  -2.23  4.63  -0.0007
Br  -1.34  -0.72  10.27  0.6026
C  -0.76  -2.55  10.01  -0.7027
C  0.45  -2.63  9.11  -0.6419
Br  -0.02  -2.36  7.23  0.7001
H  -1.62  -3.10  9.61  0.0492
H  -0.53  -2.93  11.00  0.0542
H  0.89  -3.62  9.16  0.0589
H  1.20  -1.89  9.37  0.0494

* orbital gap: 9.12 eV
* HOMO energy: -9.0 eV
* total charge: 0